Entry 1:
The following is a DFT calculation (ωB97M-V/def2-TZVPD) of a 2-piece molecular cluster, C17H32FN2O8S overall.

- HOMO-LUMO gap: 8.88 eV
- Energy above the lowest of the compared OMol25 structures with the same formula, charge and spin: 0.0 kcal per mole
- Charge: +1
- LUMO level: -2.65 eV

Each line ends with the Löwdin charge.
Positions of all 61 atoms, in Å:
C -1.0443 5.2810 2.9001  0.024
C -2.2046 4.3204 2.8714  -0.513
O -3.3254 4.6107 3.1300  0.163
O -1.9256 3.0017 2.5766  -0.005
C -0.8656 2.6937 1.6966  -0.185
C -1.1961 3.0869 0.2443  -0.091
C -1.4109 1.9017 -0.6827  -0.201
C -2.0022 2.2296 -2.0455  -0.125
O -2.2945 1.0458 -2.7452  -0.043
C -1.1098 0.3165 -3.0273  -0.225
C -1.4509 -0.8335 -3.9539  -0.108
O -2.4591 -1.6216 -3.3401  -0.146
O -3.6034 -1.7115 -4.1767  0.021
C -0.5538 -0.1702 -1.6708  -0.162
N 0.4768 -1.1900 -1.7557  0.063
C -0.0696 -2.5796 -1.8507  -0.421
C -1.0853 -3.0676 -0.8520  0.029
O 0.3647 -3.2665 -2.7153  0.175
C 1.5111 -1.1551 -0.7204  -0.448
C 1.0906 -1.3452 0.7194  0.009
O 2.6545 -1.0435 -1.0277  0.172
N -0.1364 1.0614 -0.8696  0.088
C 1.0161 1.9096 -1.4242  -0.307
C 2.0579 2.1868 -0.3711  0.034
F 1.5633 1.2578 -2.4697  0.080
H -1.4359 6.2513 3.1874  0.099
H -0.2817 4.9568 3.6084  0.101
H -0.5790 5.3843 1.9176  0.082
H 0.0792 3.1348 2.0239  0.117
H -0.7469 1.6089 1.7931  0.127
H -0.4772 3.8051 -0.1570  0.121
H -2.1575 3.6069 0.2535  0.147
H -2.1094 1.2187 -0.1928  0.176
H -2.9360 2.7685 -1.8891  0.156
H -1.3396 2.8729 -2.6411  0.144
H -0.4103 0.9748 -3.5488  0.162
H -1.7868 -0.4238 -4.9055  0.149
H -0.5670 -1.4507 -4.1291  0.130
H -3.3562 -2.4142 -4.7979  0.114
H -1.4368 -0.5413 -1.1359  0.155
H -1.4058 -2.3208 -0.1288  0.071
H -1.9612 -3.4161 -1.3967  0.102
H -0.6446 -3.9003 -0.3013  0.105
H 1.2725 -2.3987 0.9632  0.069
H 0.0455 -1.1261 0.9420  0.082
H 1.7667 -0.7652 1.3501  0.095
H 0.1381 0.7879 0.0762  0.123
H 0.5823 2.8339 -1.7985  0.148
H 2.2418 1.3275 0.2736  0.083
H 1.8022 3.0697 0.2130  0.089
H 2.9896 2.3949 -0.8968  0.116
C 2.4925 -5.5037 4.1277  -0.261
S 1.9654 -3.9963 3.3150  0.810
O 1.1664 -4.3802 2.1121  -0.570
C 3.5963 -3.5436 2.7059  -0.259
H 1.6102 -5.9733 4.5571  0.055
H 2.9489 -6.1667 3.3935  0.064
H 3.1977 -5.2516 4.9189  0.060
H 3.9861 -4.3541 2.0907  0.066
H 4.2558 -3.3478 3.5509  0.060
H 3.4973 -2.6414 2.1055  0.032

---

Entry 2:
The following is a DFT calculation (ωB97M-V/def2-TZVPD) of a 2-piece molecular cluster, CHClFO2S2 overall.

- HOMO-LUMO gap (alpha / beta): 6.65 / 7.87 eV
- Energy above the lowest of the compared OMol25 structures with the same formula, charge and spin: 62.1 kcal per mole
- Charge: -1
- LUMO level (alpha / beta): 3.09 / 3.21 eV

Each line ends with the Löwdin charge.
Positions of all 8 atoms, in Å:
C -1.4174 -0.0774 0.0551  -0.688
O 1.8390 0.5886 -1.2895  -0.479
O 1.7883 0.7886 1.0795  -0.444
F -1.6320 -0.3453 1.2737  -0.054
S 1.8737 -1.9508 -0.1128  0.064
S 1.4810 -0.0155 -0.0516  0.101
Cl -1.8054 1.6857 -0.2299  0.416
H -2.1272 -0.6740 -0.7245  0.085

---

Entry 3:
The following is a DFT calculation (ωB97M-V/def2-TZVPD) of C49H53BF4IN3OPReSi2 as an isolated structure.

- Spin multiplicity: 2
- HOMO-LUMO gap (alpha / beta): 5.31 / 5.06 eV
- Charge: -1
- LUMO level (alpha / beta): 1.92 / 1.92 eV
- ⟨S²⟩: 0.92

Each line ends with the Löwdin charge.
Positions of all 116 atoms, in Å:
Re -0.3033 -0.2100 0.1213  0.940
I -0.9291 1.3586 3.2823  1.090
C -2.7681 0.7651 4.1991  -0.561
C -3.5150 1.8095 4.7158  -0.173
C -4.6158 1.5627 5.5233  -0.090
C -4.9275 0.2705 5.8657  -0.045
C -4.1766 -0.8108 5.3674  -0.169
C -4.4595 -2.1109 5.8232  -0.032
C -3.6849 -3.1763 5.4232  -0.063
C -2.7025 -2.9795 4.4710  -0.097
C -2.4420 -1.7266 3.9091  -0.278
P -1.4666 -1.8361 2.3360  1.026
C -2.8085 -2.8000 1.5058  -0.349
C -3.1355 -4.1425 1.6797  -0.101
C -4.2654 -4.6697 1.0837  -0.088
C -5.0805 -3.8757 0.2961  -0.091
C -4.7743 -2.5344 0.1258  -0.078
C -3.6559 -2.0003 0.7348  -0.131
C -0.1868 -2.9790 2.9934  -0.374
C 0.5621 -2.4350 4.0384  -0.109
C 1.6370 -3.1153 4.5692  -0.068
C 1.9615 -4.3757 4.0971  -0.086
C 1.2119 -4.9384 3.0799  -0.085
C 0.1542 -4.2418 2.5175  -0.117
C -3.1055 -0.5845 4.4364  -0.200
H -3.2101 2.8227 4.5117  0.079
H -5.1883 2.3884 5.9170  0.101
H -5.7392 0.0622 6.5479  0.106
H -5.2713 -2.2497 6.5229  0.107
H -3.8564 -4.1666 5.8242  0.105
H -2.1203 -3.8331 4.1554  0.094
H -2.5247 -4.7850 2.2943  0.088
H -4.5120 -5.7111 1.2407  0.099
H -5.9548 -4.3033 -0.1726  0.097
H -5.4109 -1.9026 -0.4764  0.095
H -3.4203 -0.9452 0.6174  0.086
H 0.3059 -1.4593 4.4261  0.086
H 2.2239 -2.6578 5.3493  0.110
H 2.8023 -4.9092 4.5177  0.098
H 1.4535 -5.9268 2.7066  0.100
H -0.4052 -4.7083 1.7166  0.079
C 3.1727 6.2963 -2.8878  -0.049
C 4.1373 5.1620 -2.7178  -0.279
C 4.2074 4.4427 -1.5331  -0.021
C 5.1256 3.4243 -1.3607  -0.011
C 5.9942 3.0917 -2.3952  -0.283
N 6.9466 2.0684 -2.2683  0.133
C 6.9215 0.9292 -1.5015  -0.537
O 7.9586 0.3860 -1.1683  0.051
N 5.7060 0.3949 -1.1537  0.154
C 4.4325 0.5833 -1.6790  -0.226
C 4.1905 0.9936 -2.9900  -0.018
C 2.8780 1.2367 -3.3665  -0.042
C 1.8598 1.0320 -2.4523  -0.158
N 2.0786 0.5009 -1.2499  0.055
C 3.3239 0.2750 -0.8822  -0.064
C 5.9329 3.8087 -3.5871  -0.036
C 5.0153 4.8266 -3.7424  -0.050
H 2.6158 6.4600 -1.9701  0.061
H 2.4632 6.0922 -3.6893  0.083
H 3.7087 7.2107 -3.1442  0.078
H 3.5419 4.6802 -0.7186  0.107
H 5.1683 2.8956 -0.4218  0.126
H 7.8693 2.2726 -2.6286  0.152
H 5.7660 -0.2499 -0.3756  0.163
H 5.0071 1.1128 -3.6858  0.115
H 2.6520 1.5739 -4.3670  0.107
H 0.8282 1.2546 -2.6633  0.066
H 3.4846 -0.1657 0.0857  0.091
H 6.6021 3.5557 -4.3979  0.111
H 4.9851 5.3701 -4.6755  0.110
C -0.8045 1.5735 -0.1794  -0.270
C -0.9524 2.9499 -0.2155  -0.370
C -2.1911 3.6332 -0.2677  -0.052
C -2.2403 5.0066 -0.2234  -0.108
C -1.0773 5.7622 -0.1327  -0.111
C 0.1518 5.1098 -0.0942  -0.108
C 0.2266 3.7405 -0.1371  -0.049
H -3.0961 3.0482 -0.3227  0.091
H -3.1980 5.5098 -0.2525  0.095
H -1.1258 6.8409 -0.0780  0.088
H 1.0568 5.6962 -0.0194  0.084
H 1.1728 3.2246 -0.0888  0.100
C -1.4124 1.2876 -3.8098  -0.188
Si -2.3233 -0.1218 -2.8997  0.463
C -3.8694 0.6576 -2.0783  -0.178
C -2.9695 -1.2381 -4.3201  -0.195
C -1.3675 -1.1416 -1.5926  -0.520
Si -0.2056 -2.5443 -2.2060  0.455
C 1.3086 -2.0888 -3.2845  -0.172
C -1.1914 -3.8967 -3.1491  -0.195
C 0.3746 -3.4607 -0.6342  -0.195
H -2.0917 1.7963 -4.4883  0.023
H -0.5813 0.9199 -4.4022  0.012
H -1.0474 2.0266 -3.1058  0.003
H -4.2782 1.4580 -2.6887  0.021
H -3.5996 1.0748 -1.1137  -0.010
H -4.6561 -0.0730 -1.9169  0.004
H -3.7917 -0.7630 -4.8451  0.015
H -3.3203 -2.1962 -3.9592  0.005
H -2.1872 -1.4335 -5.0451  0.016
H -2.1725 -1.7242 -1.1120  -0.045
H 1.0415 -1.3878 -4.0679  0.016
H 1.7324 -2.9739 -3.7524  0.023
H 2.0884 -1.6284 -2.6876  0.000
H -1.2018 -3.7291 -4.2190  0.011
H -2.2226 -3.9348 -2.8170  0.012
H -0.7623 -4.8784 -2.9731  0.014
H 0.9448 -2.8300 0.0478  0.014
H 0.9927 -4.3304 -0.8483  0.037
H -0.5074 -3.8147 -0.1028  0.004
F 2.2840 -0.1403 3.7027  0.142
B 2.6424 -0.0999 2.3919  -1.369
F 1.4850 -0.4409 1.5548  -0.082
F 3.6103 -1.0448 2.1053  0.130
F 3.0666 1.1484 2.0181  0.147

---

Entry 4:
The following is a DFT calculation (ωB97M-V/def2-TZVPD) of an isolated molecule of C4H5BrS.

- HOMO-LUMO gap (alpha / beta): 5.20 / 5.22 eV
- Energy above the lowest of the compared OMol25 structures with the same formula, charge and spin: 53.1 kcal per mole
- Charge: 0
- LUMO level (alpha / beta): -2.28 / -2.28 eV

Each line ends with the Löwdin charge.
Positions of all 11 atoms, in Å:
C -1.0536 0.0138 -0.1198  -0.230
C -1.0299 1.3547 -0.0607  -0.718
C 0.1392 -0.8949 -0.3145  -0.326
C 1.2738 -0.6250 0.5727  -0.494
S 0.2920 2.4284 0.0002  0.533
Br 3.0001 -0.4716 -0.0498  0.792
H -2.0192 -0.4750 -0.1170  0.087
H -1.9816 1.8665 -0.0592  0.043
H -0.2185 -1.9131 -0.1173  0.133
H 0.4617 -0.8603 -1.3581  0.113
H 1.1360 -0.4235 1.6236  0.067

---

Entry 5:
The following is a DFT calculation (ωB97M-V/def2-TZVPD) of a 6-piece molecular cluster, C33H45BN2OP overall.

- HOMO-LUMO gap: 5.07 eV
- Charge: -1
- LUMO level: 2.36 eV

Each line ends with the Löwdin charge.
Positions of all 83 atoms, in Å:
N 0.2844 -3.7040 1.7010  -0.020
C -0.0706 -2.7472 0.6221  -0.289
C -0.4773 -1.3814 1.2107  -0.266
C -1.6669 -0.6908 0.4484  -0.390
P -3.3809 -0.9882 1.2580  0.276
B -3.8019 -2.5518 0.1755  -0.692
N -4.6617 -3.5937 0.7778  0.092
O -3.4056 -2.8036 -1.1841  0.002
H -0.2830 -3.4933 2.5068  0.038
H 0.0334 -4.6226 1.3688  0.042
H -0.8330 -3.1585 -0.0538  0.083
H 0.8401 -2.6277 0.0167  0.085
H 0.3790 -0.7083 1.0591  0.088
H -0.6530 -1.4165 2.2892  0.056
H -1.4645 0.3913 0.5513  0.050
H -1.6112 -0.9055 -0.6284  0.045
H -2.7688 -1.8403 2.3243  -0.058
H -3.1772 0.2128 2.1079  -0.077
H -4.0637 -0.1261 0.2710  -0.051
H -4.6927 -1.1687 1.9325  -0.076
H -4.8360 -3.4043 1.7528  0.022
H -4.3137 -4.5280 0.6216  0.042
H -2.6960 -3.4284 -1.2257  0.036
C -0.6333 -0.8533 -3.7487  -0.075
C -0.6338 0.0839 -4.7737  -0.088
C 0.5650 0.6181 -5.2300  -0.101
C 1.7667 0.2085 -4.6653  -0.109
C 1.7674 -0.7309 -3.6415  -0.104
C 0.5679 -1.2592 -3.1816  -0.077
H -1.5683 -1.2666 -3.3896  0.104
H -1.5698 0.3992 -5.2174  0.080
H 0.5628 1.3538 -6.0252  0.095
H 2.7025 0.6221 -5.0225  0.095
H 2.7035 -1.0506 -3.2011  0.089
H 0.5653 -1.9869 -2.3798  0.090
C 4.7350 -3.3131 -3.7557  -0.093
C 4.7355 -2.3783 -4.7830  -0.101
C 5.9353 -1.8463 -5.2381  -0.095
C 7.1360 -2.2560 -4.6716  -0.104
C 7.1355 -3.1933 -3.6464  -0.103
C 5.9350 -3.7190 -3.1857  -0.095
H 3.7991 -3.7244 -3.3989  0.104
H 3.8002 -2.0637 -5.2278  0.092
H 5.9347 -1.1126 -6.0344  0.098
H 8.0716 -1.8443 -5.0289  0.096
H 8.0712 -3.5133 -3.2054  0.097
H 5.9343 -4.4452 -2.3828  0.100
C -0.7722 -0.3093 5.1657  -0.082
C 0.1328 -1.1727 5.7702  -0.092
C 1.1562 -0.6671 6.5626  -0.107
C 1.2699 0.7036 6.7574  -0.115
C 0.3631 1.5670 6.1551  -0.106
C -0.6552 1.0613 5.3563  -0.083
H -1.5660 -0.7053 4.5419  0.093
H 0.0410 -2.2413 5.6219  0.099
H 1.8652 -1.3410 7.0278  0.094
H 2.0660 1.0986 7.3779  0.089
H 0.4512 2.6365 6.3073  0.082
H -1.3588 1.7332 4.8819  0.102
C 0.4107 5.2908 8.2590  -0.092
C 1.3145 4.4269 8.8636  -0.092
C 2.3374 4.9333 9.6552  -0.097
C 2.4513 6.3042 9.8494  -0.104
C 1.5454 7.1680 9.2473  -0.104
C 0.5274 6.6619 8.4491  -0.097
H -0.3846 4.8955 7.6397  0.100
H 1.2214 3.3578 8.7168  0.090
H 3.0454 4.2597 10.1212  0.099
H 3.2462 6.6988 10.4698  0.096
H 1.6334 8.2365 9.3996  0.097
H -0.1755 7.3356 7.9757  0.099
C -4.3179 1.8836 -9.4708  -0.106
C -4.8770 0.6197 -9.3316  -0.104
C -4.7944 -0.0471 -8.1158  -0.095
C -4.1599 0.5537 -7.0359  -0.092
C -3.6037 1.8191 -7.1742  -0.098
C -3.6791 2.4825 -8.3924  -0.100
H -4.3798 2.4019 -10.4195  0.096
H -5.3770 0.1536 -10.1715  0.096
H -5.2248 -1.0345 -8.0089  0.100
H -4.0995 0.0357 -6.0871  0.103
H -3.1106 2.2883 -6.3319  0.100
H -3.2411 3.4667 -8.5009  0.097

---

Entry 6:
The following is a DFT calculation (ωB97M-V/def2-TZVPD) of an isolated ion of composition C4H9N2O and charge +1.

- SMILES string: CN1CC[NH+]=C1O
- HOMO-LUMO gap: 11.27 eV
- Energy above the lowest of the compared OMol25 structures with the same formula, charge and spin: 70.6 kcal per mole
- Charge: +1
- LUMO level: -3.41 eV

Each line ends with the Löwdin charge.
Positions of all 16 atoms, in Å:
C 0.7112 0.6634 -0.1089  -0.157
C -1.2447 -0.4373 -0.0090  -0.026
C -1.4554 1.0846 -0.0718  -0.111
C 0.8802 -1.7652 -0.0989  -0.013
N 0.2561 -0.5428 -0.1419  -0.114
N -0.1441 1.6689 -0.0931  0.106
O 2.3334 0.8188 -0.0152  0.090
H -1.4094 -0.9336 0.9893  0.157
H -1.4539 -0.9845 -0.8939  0.127
H -1.9666 1.3444 -1.0505  0.158
H -2.0666 1.2434 0.8519  0.151
H 0.4999 -2.1955 0.9624  0.170
H 0.5542 -2.4739 -0.9556  0.151
H 1.8912 -1.6912 -0.0981  0.060
H 0.1171 2.5228 0.4653  0.208
H 2.4974 1.6776 0.2683  0.042

---

no.,maximum force (Eh/bohr)
1,0.01098
2,0.09615
3,0.12777
4,0.04128
5,0.03465
6,0.14438